C36H55O38PS | ωB97M-V/def2-TZVPD

## Properties
**Energy relative to the best compared isomer or geometry (same formula, charge and spin)**: 85.7 kcal per mole
**Calculated total energy**: -136153.5285 eV
**LUMO**: 2.7 eV
**HOMO energy**: -2.1 eV

Geometry as ORCA input:
```
! RIJCOSX wB97M-V def2-TZVPD def2/J DEFGRID3
* xyz -2 1
S 0.6601 0.2004 1.2000
O -0.7255 0.7300 1.2959
O 0.9101 -0.5390 2.4291
O 0.7253 -0.6875 0.0508
O 1.5744 1.3489 1.0391
C 1.4538 -4.9723 5.2690
C 0.6120 -6.1942 4.9769
O 1.2498 -7.2879 5.5710
C 2.4072 -6.9035 6.0919
O 3.2131 -7.6415 6.6445
O 2.5641 -5.6036 5.7991
H 0.9521 -4.3221 5.9857
H 1.7972 -4.5186 4.3394
H 0.5024 -6.1644 3.8929
H -0.4135 -6.0668 5.3236
C 5.1697 0.8692 5.2828
C 5.0659 -0.5359 5.7681
O 5.1968 -0.4163 7.1484
C 5.7484 0.8256 7.4514
O 5.9988 1.2162 8.5866
O 5.9497 1.5032 6.2624
H 4.1386 1.1808 5.1157
H 5.6660 0.7962 4.3151
H 5.7983 -1.1252 5.2163
H 4.0699 -0.9450 5.5980
C -0.9785 -4.7394 -3.3023
C -1.3631 -5.2462 -1.9153
O -0.4587 -6.3672 -1.7597
C 0.2000 -6.5804 -2.8602
O 1.0378 -7.4469 -3.0686
O 0.0111 -5.6406 -3.7220
H -0.5283 -3.7540 -3.1826
H -1.8049 -4.5997 -3.9991
H -2.3893 -5.6136 -1.9195
H -1.1595 -4.5325 -1.1170
C -6.0321 0.0939 -2.1591
C -5.2627 -1.1078 -1.5488
O -5.2914 -1.9765 -2.7078
C -5.8006 -1.5030 -3.7686
O -5.9207 -2.1101 -4.8115
O -6.0730 -0.1798 -3.5536
H -5.4553 1.0093 -2.0269
H -7.0636 0.1582 -1.8127
H -5.9398 -1.4041 -0.7477
H -4.2641 -0.8735 -1.1798
C -0.9690 3.1921 -2.8736
C -1.2708 1.8153 -3.5320
O -1.9369 2.2319 -4.7281
C -2.0851 3.5802 -4.7817
O -2.7158 4.1351 -5.6954
O -1.7633 4.1806 -3.6399
H 0.0823 3.4684 -2.7922
H -1.2513 3.1933 -1.8208
H -1.8714 1.1577 -2.9036
H -0.2861 1.4688 -3.8455
C -0.6589 2.3768 6.3256
C 0.0293 1.3711 7.1641
O -0.1672 1.9398 8.5066
C -1.0491 2.9200 8.4136
O -1.4407 3.6056 9.4199
O -1.5736 3.0204 7.2234
H -1.1928 1.7800 5.5859
H 0.0555 3.0600 5.8663
H 1.0601 1.2084 6.8492
H -0.3788 0.3693 7.0301
C -3.6861 -2.7853 5.5128
C -3.4677 -2.7928 4.0099
O -4.3458 -3.8384 3.5878
C -4.9165 -4.4813 4.6124
O -5.7216 -5.3579 4.5606
O -4.4061 -4.0070 5.7758
H -4.2200 -1.9405 5.9479
H -2.7209 -2.8512 6.0150
H -2.4398 -3.1128 3.8397
H -3.6923 -1.7794 3.6773
C 2.8282 5.9943 2.6197
C 1.3913 6.0754 1.9869
O 1.2933 7.4298 1.6864
C 2.1737 8.1454 2.2982
O 2.0350 9.3574 2.5259
O 3.1966 7.3162 2.8090
H 3.5354 5.4937 1.9584
H 2.7698 5.5445 3.6108
H 0.6786 5.5610 2.6314
H 1.3981 5.4393 1.1018
C -4.9989 3.8455 1.8585
C -4.1829 4.4042 2.9836
O -4.3372 5.8259 2.8334
C -5.0457 6.0516 1.6949
O -5.3249 7.1474 1.1961
O -5.3968 4.9618 1.1463
H -5.8054 3.2192 2.2398
H -4.3268 3.2503 1.2404
H -3.1842 4.0585 2.7168
H -4.5941 4.1177 3.9516
C 4.9237 -3.2440 0.6752
C 3.9990 -4.3367 0.1073
O 4.3917 -5.5180 0.7796
C 5.6360 -5.3770 1.2053
O 6.4319 -6.2251 1.5155
O 5.9367 -4.0392 1.2524
H 4.3707 -2.6865 1.4312
H 5.1955 -2.5493 -0.1196
H 4.2422 -4.5445 -0.9347
H 2.9431 -4.1397 0.2928
C -1.5038 -1.2486 -9.1803
C -0.7693 -0.1526 -8.3938
O 0.4402 0.2318 -9.1047
P 1.7471 0.7393 -8.3453
O 3.0194 0.5629 -9.0913
O 1.4212 2.2592 -7.9773
C 1.3068 3.2009 -9.0488
C 1.3202 4.5837 -8.4559
O 1.7078 -0.0589 -6.9178
C 2.9390 -0.2491 -6.1936
C 3.2188 1.0242 -5.4420
H -2.3919 -1.5750 -8.6391
H -1.7079 -0.8352 -10.1680
H -0.7681 -1.9760 -9.5232
H -1.3870 0.7396 -8.2922
H -0.6467 -0.6090 -7.4116
H 2.2417 3.0379 -9.5851
H 0.4658 2.9039 -9.6754
H 0.2964 4.8609 -8.2047
H 1.7258 4.5523 -7.4446
H 1.7154 5.3990 -9.0618
H 2.7985 -1.0155 -5.4314
H 3.8233 -0.3510 -6.8226
H 2.5911 1.0840 -4.5528
H 4.2341 0.9426 -5.0540
H 3.2403 1.9080 -6.0796
*
```